22
Properties=species:S:1:pos:R:3:mulliken_charge:R:1 method="wB97M-V/def2-TZVPD" s2=0.76 charge=+2 multiplicity=2 e_tot_ev=-8387.75446 e_homo_ev="-18.7963 / -18.7943"
C -0.174 0.347 -0.900 -0.5745
C -0.848 0.590 -2.228 -0.4176
C -0.932 2.059 -2.657 -1.3457
N -0.221 -1.125 -0.499 -0.1652
H 0.895 0.624 -0.934 0.3784
H -0.653 0.896 -0.082 0.3720
H -1.868 0.205 -2.164 0.3647
H -0.320 0.000 -2.994 0.3974
H -1.628 2.610 -2.039 0.3641
H 0.031 2.566 -2.668 0.3812
H -1.289 2.065 -3.679 0.3665
H -1.190 -1.459 -0.455 0.4237
H 0.214 -1.732 -1.205 0.4369
H 0.236 -1.270 0.432 0.2771
C 0.741 0.225 2.652 -0.8646
C 1.220 -2.097 2.789 -0.0813
N 0.799 -1.136 2.092 -0.0101
H 1.080 0.962 1.904 0.3417
H 1.382 0.259 3.545 0.3869
H -0.275 0.504 2.906 0.3760
H 1.214 -3.108 2.366 0.2887
H 1.585 -1.984 3.817 0.3035